Below is a 8-piece molecular cluster, C3H21NO9 overall at a distorted geometry, with properties calculated with wB97M-V/def2-TZVPD.

Geometry (Å):
C  2.28  1.53  0.87
C  0.78  1.64  1.18
N  0.20  2.94  0.90
C  -0.07  0.63  0.45
O  -0.97  0.01  0.97
O  0.14  0.59  -0.88
H  2.78  0.95  1.65
H  2.56  1.03  -0.05
H  2.89  2.43  0.95
H  0.70  1.32  2.22
H  0.58  3.68  1.46
H  0.33  3.17  -0.07
H  -0.57  0.04  -1.25
O  -2.60  2.11  -0.36
H  -3.03  2.95  -0.50
H  -2.20  2.13  0.51
O  -3.02  -1.87  0.78
H  -2.31  -1.21  0.68
H  -2.73  -2.63  0.27
O  1.66  -0.99  2.39
H  2.53  -0.90  2.79
H  1.80  -1.71  1.75
O  -3.22  -0.33  -1.67
H  -3.03  0.58  -1.41
H  -3.75  -0.70  -0.96
O  -1.08  -1.89  -2.32
H  -1.01  -1.99  -3.27
H  -1.74  -1.18  -2.16
O  2.47  -1.14  -1.68
H  2.56  -1.10  -2.63
H  1.54  -1.03  -1.47
O  2.06  -3.04  0.56
H  1.20  -3.44  0.52
H  2.31  -2.56  -0.24

Values from the calculation:
LUMO energy in eV: 0.3
Energy in hartree: -858.85161
Relative energy (zero: lowest compared OMol25 entry of this formula, charge and spin) in kcal per mole: 4.69
SMILES: C[C@@H](N)C(=O)O.O.O.O.O.O.O.O
HOMO-LUMO gap in eV: 10.15
Strongest force on any atom in eV/A: 1.542